No. 1
Here is an isolated molecule of C11H14OS at a distorted geometry from the Open Molecules 2025 dataset. Energies are from the ωB97M-V functional and the def2-TZVPD basis.

Last column: Mulliken charge in e.
CARTESIAN COORDINATES (ANGSTROEM)
C -2.519 -0.444 1.459  -1.184
C -3.675 -0.044 1.071  -0.116
C -2.132 -0.195 -0.820  -0.730
C -1.589 -0.563 0.397  1.282
C 1.565 -0.010 0.255  0.310
C -0.255 -1.041 0.543  -0.811
C 0.732 -1.142 -0.541  0.994
C 1.229 1.297 0.020  0.850
C 1.468 -2.523 -0.668  -1.607
C 1.978 2.424 0.624  -1.494
C 0.370 1.680 -1.102  -1.152
O 2.421 -0.409 1.069  -0.779
S -3.839 0.071 -0.629  -0.178
H -2.265 -0.883 2.398  0.374
H -4.621 -0.116 1.658  0.357
H -1.890 -0.395 -1.833  0.412
H 0.117 -1.488 1.544  0.212
H 0.452 -0.925 -1.599  0.325
H 0.682 -3.201 -0.988  0.422
H 1.972 -2.921 0.284  0.271
H 2.372 -2.695 -1.358  0.331
H 2.696 2.084 1.393  0.381
H 1.291 3.233 0.960  0.377
H 2.867 2.771 0.023  0.294
H 0.373 2.768 -1.115  0.413
H -0.629 1.302 -0.967  0.179
H 0.827 1.366 -2.079  0.266

E_HOMO (spin up / spin down) (Eh): -0.2614 / -0.2942
Lowest unoccupied orbital energy (spin up / spin down) (eV): -0.769 / -0.565
HOMO-LUMO gap (spin up / spin down) (eV): 6.35 / 7.44
Max |F| (eV Å⁻¹): 5.54
Charge: 0
Molar mass (g mol⁻¹): 194.30
Multiplicity: 1
ΔE to the lowest compared entry with this formula, charge and spin (eV): 3.6403


No. 2
Here is an isolated molecule of C11H14OS2 at a distorted geometry from the Open Molecules 2025 dataset. Energies are from the ωB97M-V functional and the def2-TZVPD basis.

Last column: Mulliken charge in e.
CARTESIAN COORDINATES (ANGSTROEM)
C 0.392 1.816 1.759  -1.849
C 0.671 1.585 0.288  0.123
O 2.064 1.916 -0.045  -0.516
C 0.517 0.111 -0.238  0.857
C -0.876 -0.340 -0.020  -0.253
C -1.902 0.100 -0.883  -0.173
C -3.231 -0.087 -0.567  -0.631
C -3.625 -0.976 0.442  -0.382
C -2.617 -1.649 1.101  -0.940
C -1.267 -1.195 1.020  -0.258
S 1.644 -0.998 0.713  -0.189
C 2.967 -0.919 -0.476  -0.642
C 2.366 -1.141 -1.822  -0.586
S 1.072 0.148 -2.044  -0.096
H 1.011 1.077 2.178  0.428
H -0.618 1.698 1.802  0.402
H 0.668 2.719 2.066  0.546
H 0.156 2.219 -0.489  0.530
H 1.997 2.669 -0.627  0.322
H -1.519 0.736 -1.742  0.245
H -3.904 0.353 -1.195  0.472
H -4.742 -1.111 0.444  0.296
H -2.993 -2.407 1.753  0.362
H -0.465 -1.496 1.640  0.480
H 3.754 -1.559 -0.204  0.548
H 3.527 0.007 -0.221  0.236
H 2.930 -1.028 -2.741  0.448
H 2.021 -2.248 -1.893  0.221

E_HOMO (Eh): -0.3167
Lowest unoccupied orbital energy (eV): 0.590
HOMO-LUMO gap (eV): 9.21
Max |F| (eV Å⁻¹): 4.53
Charge: 0
Molar mass (g mol⁻¹): 226.37
Multiplicity: 1
ΔE to the lowest compared entry with this formula, charge and spin (eV): 0.1805
SMILES: C[C@@H](O)C1(c2ccccc2)SCCS1


No. 3
Here is a structure of composition C11H15AgN6O5Si at a distorted geometry from the Open Molecules 2025 dataset. Energies are from the ωB97M-V functional and the def2-TZVPD basis.

Last column: Mulliken charge in e.
CARTESIAN COORDINATES (ANGSTROEM)
Ag 0.349 -0.358 0.252  0.219
O -5.408 -2.811 -0.819  -0.562
C -4.100 -2.449 -0.542  1.184
C -3.107 -2.531 -1.504  -0.273
C -1.808 -2.174 -1.170  -0.041
N -1.484 -1.760 0.048  -0.328
C -2.433 -1.648 0.970  0.163
C -3.759 -1.983 0.717  -0.534
C -2.034 -1.103 2.368  0.250
O -2.823 -1.351 3.293  -0.771
O -0.973 -0.455 2.427  -0.599
C -0.708 -2.257 -2.258  0.098
O -1.006 -2.904 -3.277  -0.799
O 0.356 -1.663 -2.020  -0.543
H -5.447 -3.048 -1.753  0.274
H -3.297 -2.866 -2.516  0.390
H -4.491 -1.874 1.501  0.474
N -1.416 4.430 -0.370  -0.729
N -1.009 3.186 -0.812  1.057
N 0.013 2.999 -1.637  -0.844
C 0.065 1.684 -1.708  -0.033
N -0.889 1.089 -0.964  0.136
N -1.566 2.044 -0.397  -0.835
H -0.711 4.823 0.257  0.257
H -2.270 4.273 0.162  0.322
H 0.752 1.142 -2.323  0.606
C 3.215 1.954 1.752  -1.326
Si 2.783 0.327 0.726  0.502
C 4.047 0.654 -0.746  -1.371
C 3.932 -0.900 1.748  -1.337
H 4.287 2.117 1.846  0.352
H 2.799 1.892 2.755  0.336
H 2.793 2.839 1.281  0.291
H 5.039 0.943 -0.399  0.393
H 3.686 1.445 -1.399  0.312
H 4.155 -0.240 -1.355  0.329
H 4.925 -0.490 1.932  0.344
H 4.057 -1.844 1.220  0.320
H 3.487 -1.130 2.714  0.314

E_HOMO (Eh): -0.0320
Lowest unoccupied orbital energy (eV): 4.795
HOMO-LUMO gap (eV): 5.66
Max |F| (eV Å⁻¹): 2.13
Charge: -2
Molar mass (g mol⁻¹): 447.23
Multiplicity: 1
ΔE to the lowest compared entry with this formula, charge and spin (eV): 0.6884


No. 4
Here is a structure of composition C11H15AsGaN2O3S6Sb at a distorted geometry from the Open Molecules 2025 dataset. Energies are from the ωB97M-V functional and the def2-TZVPD basis.

Last column: Mulliken charge in e.
CARTESIAN COORDINATES (ANGSTROEM)
Ga 1.183 -0.785 1.847  0.516
S 3.190 2.716 2.565  -0.424
Sb 4.149 0.470 3.032  0.342
S 2.058 -0.454 4.018  -0.542
S 3.488 -0.548 0.922  -0.469
O 0.905 3.497 0.674  -0.591
S 1.637 2.206 0.606  0.453
N 0.887 1.032 1.136  -0.094
S -0.682 -2.377 -2.586  -0.090
C -0.157 -3.574 -3.766  0.096
N 0.429 -3.135 -4.815  -0.669
C 0.610 -1.761 -4.746  -0.198
C 1.057 -0.973 -5.750  -0.763
C 0.949 0.425 -5.539  -0.052
C 0.592 1.057 -4.326  -0.897
C 0.399 0.178 -3.245  -0.212
C 0.236 -1.177 -3.471  0.674
H -0.399 -4.614 -3.473  0.379
H 1.472 -1.372 -6.608  0.515
H 1.279 1.025 -6.398  0.280
H 0.533 2.129 -4.232  0.417
H 0.198 0.510 -2.245  0.482
C -0.819 1.988 4.303  -0.779
As -1.944 0.864 3.215  0.662
C -2.627 1.758 1.610  -0.998
C -3.394 0.311 4.388  -1.082
S -1.197 -1.025 2.429  -0.546
H -0.557 2.905 3.814  0.343
H 0.153 1.503 4.450  0.164
H -1.274 2.398 5.248  0.379
H -3.423 2.377 1.897  0.464
H -3.028 0.983 0.896  0.284
H -1.898 2.399 1.036  0.276
H -4.140 1.092 4.488  0.373
H -2.914 0.008 5.306  0.348
H -3.716 -0.539 3.800  0.367
O 2.295 -2.097 -0.882  -0.535
C 1.700 -2.883 -0.147  0.133
O 1.249 -2.594 1.054  -0.360
H 1.521 -3.922 -0.507  0.355

E_HOMO (spin up / spin down) (Eh): -0.1645 / -0.1614
Lowest unoccupied orbital energy (spin up / spin down) (eV): 2.228 / 1.043
HOMO-LUMO gap (spin up / spin down) (eV): 6.70 / 5.43
Max |F| (eV Å⁻¹): 3.36
Charge: -1
Molar mass (g mol⁻¹): 682.06
Multiplicity: 2
ΔE to the lowest compared entry with this formula, charge and spin (eV): 0.1658


No. 5
Here is a structure of composition C11H15BHfN6O2 at a distorted geometry from the Open Molecules 2025 dataset. Energies are from the ωB97M-V functional and the def2-TZVPD basis.

Last column: Mulliken charge in e.
CARTESIAN COORDINATES (ANGSTROEM)
H 0.807 3.665 1.265  0.458
N 0.780 1.962 -0.062  -0.192
B 0.288 0.404 -2.079  0.204
N 0.650 1.831 -1.455  -0.085
C 0.689 3.072 -1.974  0.007
Hf 0.838 0.312 1.136  1.816
H 0.631 3.268 -3.035  0.488
C 0.846 4.015 -0.956  -0.951
H 0.946 5.083 -1.047  0.435
C 0.854 3.308 0.239  -0.010
H 0.090 0.474 -3.266  -0.020
C -2.210 -2.150 3.161  -0.989
H -1.538 -2.241 4.015  0.334
H -1.590 -1.506 2.495  -0.045
H -2.323 -3.122 2.708  0.342
N -1.105 -0.005 -1.388  0.230
N 1.274 -0.777 -1.707  0.079
N -1.330 -0.163 -0.023  -0.348
N 1.556 -1.014 -0.354  -0.432
C -2.249 -0.226 -2.052  -0.045
C 1.885 -1.736 -2.437  -0.026
H -2.284 -0.165 -3.123  0.445
H 1.887 -1.788 -3.518  0.488
C -3.254 -0.530 -1.159  -0.949
C 2.542 -2.619 -1.577  -0.870
C -2.659 -0.497 0.115  -0.188
C 2.304 -2.168 -0.288  -0.096
H -4.266 -0.757 -1.411  0.431
H 3.122 -3.485 -1.856  0.434
H -3.202 -0.736 1.027  0.423
H 2.584 -2.627 0.657  0.465
H -3.133 -1.725 3.391  0.380
O 0.385 0.750 3.679  -0.518
C 1.630 0.679 3.696  0.422
O 2.289 0.525 2.575  -0.534
H 2.266 0.687 4.601  0.412

E_HOMO (Eh): -0.5833
Lowest unoccupied orbital energy (eV): -8.245
HOMO-LUMO gap (eV): 7.63
Max |F| (eV Å⁻¹): 2.90
Charge: +2
Molar mass (g mol⁻¹): 452.58
Multiplicity: 1
ΔE to the lowest compared entry with this formula, charge and spin (eV): 0.0000


No. 6
Here is a structure of composition C11H15BMgN6O2 at a distorted geometry from the Open Molecules 2025 dataset. Energies are from the ωB97M-V functional and the def2-TZVPD basis.

Last column: Mulliken charge in e.
CARTESIAN COORDINATES (ANGSTROEM)
H 2.157 3.847 -0.215  0.444
N 1.449 2.076 -1.180  0.016
B 0.267 0.460 -2.901  -0.046
N 0.649 1.857 -2.297  -0.044
C 0.415 3.051 -2.909  -0.158
Mg 2.738 0.878 -0.105  0.853
H -0.106 3.094 -3.853  0.439
C 1.021 4.058 -2.156  -0.978
H 1.027 5.120 -2.356  0.377
C 1.629 3.415 -1.059  -0.076
H 0.386 0.592 -4.111  -0.110
C -1.741 -2.267 2.148  -0.854
H -1.248 -3.004 2.791  0.279
H -0.998 -1.542 1.797  0.048
H -2.182 -2.782 1.289  0.243
N -1.270 0.048 -2.722  0.607
N 1.328 -0.663 -2.560  0.005
N -1.969 -0.055 -1.516  -0.792
N 2.252 -0.563 -1.527  0.183
C -2.123 -0.210 -3.757  -0.340
C 1.590 -1.802 -3.248  -0.184
H -1.775 -0.174 -4.785  0.396
H 1.073 -2.017 -4.174  0.427
C -3.384 -0.505 -3.235  -0.673
C 2.602 -2.508 -2.587  -0.940
C -3.226 -0.402 -1.831  -0.233
C 2.955 -1.715 -1.479  -0.111
H -4.276 -0.766 -3.775  0.382
H 3.037 -3.458 -2.842  0.398
H -4.016 -0.579 -1.107  0.393
H 3.635 -1.920 -0.655  0.334
H -2.509 -1.776 2.706  0.290
O 2.413 1.606 1.796  -0.630
C 1.514 0.699 1.997  0.268
O 1.274 -0.217 1.153  -0.650
H 0.963 0.729 2.941  0.440

E_HOMO (Eh): -0.3065
Lowest unoccupied orbital energy (eV): -1.016
HOMO-LUMO gap (eV): 7.32
Max |F| (eV Å⁻¹): 2.51
Charge: 0
Molar mass (g mol⁻¹): 298.40
Multiplicity: 1
ΔE to the lowest compared entry with this formula, charge and spin (eV): 1.1529


No. 7
Here is a cluster of 2 separate species, C11H15BrN3O in total at a distorted geometry from the Open Molecules 2025 dataset. Energies are from the ωB97M-V functional and the def2-TZVPD basis.

Last column: Mulliken charge in e.
CARTESIAN COORDINATES (ANGSTROEM)
C 1.079 4.941 2.561  0.392
N -0.008 5.034 2.978  -0.369
C 2.336 4.915 1.971  -0.338
C 3.428 4.427 2.658  0.419
N 4.431 4.055 3.150  -0.354
Br 1.252 1.261 0.451  -0.160
H 2.305 4.652 0.899  0.252
C 1.920 -2.549 -1.473  -1.693
C 1.063 -1.734 -0.590  0.973
C -0.281 -2.274 -0.249  -0.818
C -1.387 -1.220 -0.516  1.578
C -1.541 -1.036 -2.027  -1.855
C -2.687 -1.740 0.080  -1.950
O -0.925 -0.077 0.162  -0.227
C -1.641 1.138 0.015  -0.892
C 1.770 -1.128 0.396  0.100
N 2.400 -0.449 1.184  -0.583
H 2.883 -2.042 -1.686  0.413
H 2.188 -3.513 -0.998  0.291
H 1.424 -2.718 -2.427  0.411
H -0.465 -3.173 -0.856  0.479
H -0.339 -2.552 0.829  0.359
H -1.724 -2.006 -2.495  0.438
H -2.416 -0.407 -2.247  0.483
H -0.647 -0.578 -2.486  0.381
H -2.925 -2.709 -0.358  0.418
H -2.586 -1.859 1.174  0.422
H -3.516 -1.059 -0.135  0.458
H -1.104 1.842 0.660  0.351
H -1.621 1.523 -1.013  0.321
H -2.663 1.033 0.387  0.302

E_HOMO (spin up / spin down) (Eh): -0.3187 / -0.3150
Lowest unoccupied orbital energy (spin up / spin down) (eV): -1.422 / -2.636
HOMO-LUMO gap (spin up / spin down) (eV): 7.25 / 5.93
Max |F| (eV Å⁻¹): 3.35
Charge: 0
Molar mass (g mol⁻¹): 285.16
Multiplicity: 2
ΔE to the lowest compared entry with this formula, charge and spin (eV): 2.7879


No. 8
Here is a structure of composition C11H15ClIrN9S from the Open Molecules 2025 dataset. Energies are from the ωB97M-V functional and the def2-TZVPD basis.

Last column: Mulliken charge in e.
CARTESIAN COORDINATES (ANGSTROEM)
Ir -0.452 -0.200 0.636  0.878
C 3.844 -0.868 3.557  -1.261
C 2.582 -0.119 3.744  0.946
N 2.219 0.538 4.795  -0.674
N 0.985 1.048 4.504  0.218
C 0.567 0.722 3.293  0.306
S -0.880 1.081 2.440  -0.357
N 1.571 -0.024 2.788  0.458
N 1.535 -0.512 1.469  -0.902
H 4.439 -0.769 4.461  0.357
H 4.418 -0.471 2.718  0.339
H 3.652 -1.928 3.386  0.346
H 0.502 1.601 5.198  0.177
H 1.791 -1.498 1.483  0.350
H 2.225 0.016 0.927  0.336
Cl -5.575 1.432 -1.473  -0.118
C -4.366 0.446 -0.787  0.438
C -3.436 -0.174 -1.613  -0.833
C -2.469 -0.986 -1.052  -0.193
C -2.405 -1.198 0.351  0.480
C -1.347 -2.014 0.950  -1.160
C -3.352 -0.507 1.163  -0.400
C -4.319 0.289 0.606  -0.722
H -3.492 -0.035 -2.684  0.486
H -1.785 -1.525 -1.701  0.494
H -0.889 -2.739 0.271  0.425
H -1.505 -2.415 1.945  0.397
H -3.320 -0.649 2.236  0.552
H -5.049 0.792 1.224  0.473
N 2.993 3.917 -0.315  -0.551
N 1.849 3.172 -0.451  1.120
N 0.780 3.647 -1.034  -0.848
C -0.093 2.669 -0.846  -0.209
N 0.458 1.659 -0.165  0.025
N 1.714 2.000 0.087  -0.510
H 2.978 4.652 -1.015  0.338
H 3.806 3.321 -0.413  0.288
H -1.109 2.690 -1.200  0.511

E_HOMO (spin up / spin down) (Eh): -0.5526 / -0.5526
Lowest unoccupied orbital energy (spin up / spin down) (eV): -8.015 / -8.015
HOMO-LUMO gap (spin up / spin down) (eV): 7.02 / 7.02
Max |F| (eV Å⁻¹): 0.98
Charge: +2
Molar mass (g mol⁻¹): 533.04
Multiplicity: 1
ΔE to the lowest compared entry with this formula, charge and spin (eV): 0.2044